Density functional theory data (the ωB97M-V functional and the def2-TZVPD basis) for a single C2H3N3O2 molecule.

Geometry (Å):
N: -2.17 -2.46 -0.27
C: -1.68 -1.48 -0.03
C: -0.83 -0.17 0.39
N: 0.35 -0.32 -0.35
N: -1.72 1.02 -0.02
O: -1.53 1.39 -1.14
O: -2.48 1.42 0.79
H: -0.63 -0.05 1.40
H: 0.81 0.55 -0.08
H: 0.21 -0.65 -1.24

- Kohn-Sham gap (eV) = 10.93
- HOMO (eV) = -11.00
- SMILES string = N#C[C@@H](N)[N+](=O)[O-]
- max |F| (eV Å⁻¹) = 6.62
- 2S+1 = 1
- charge = 0
- energy above the lowest of the compared OMol25 structures with the same formula, charge and spin (kcal per mole) = 112.6
- electronic energy (eV) = -10683.5722